# C30H85N7O9

A 9-piece molecular cluster, C30H85N7O9 overall (ωB97M-V/def2-TZVPD, the Open Molecules 2025 dataset).

XYZ file:
```
131
Properties=species:S:1:pos:R:3:forces:R:3:lowdin_charge:R:1
C -7.8134 0.5719 0.2241 -1.043 -1.028 0.043 -0.13
O -6.7128 1.3520 0.0208 1.592 0.667 -1.171 -0.16
C -5.9655 1.5224 1.1596 1.098 1.415 1.604 -0.23
C -4.9655 2.7460 1.0668 -1.274 -1.438 -1.285 -0.40
C -3.8777 2.4721 0.0068 -0.036 0.767 0.890 -0.04
N -4.3807 3.0070 2.3731 0.076 -0.318 -0.035 0.03
H -7.6043 -0.3356 0.7905 0.283 -0.201 0.217 0.09
H -8.1680 0.2227 -0.7456 -0.318 0.339 0.047 0.09
H -8.5521 1.1338 0.7958 -0.494 -0.017 -0.123 0.09
H -6.6392 1.7274 1.9916 -0.328 0.349 0.388 0.11
H -5.4374 0.6392 1.5191 0.356 -0.518 -0.479 0.12
H -5.6290 3.5767 0.8261 0.139 0.223 -0.681 0.13
H -3.2515 1.6648 0.3867 -0.094 -0.311 -0.336 0.06
H -3.2064 3.3294 -0.0446 0.002 0.250 0.000 0.06
H -4.2370 2.3156 -1.0103 -0.231 -0.330 0.269 0.09
H -3.7615 3.7959 2.2533 0.261 0.181 0.143 0.08
H -5.1421 3.3462 2.9434 0.033 0.013 0.469 0.08
C -0.3384 -3.9485 -0.4363 0.391 0.356 0.471 -0.10
O 0.2880 -4.5032 0.7114 0.455 -0.549 -0.399 -0.18
C 1.7251 -4.5148 0.6267 -1.470 0.782 -0.784 -0.21
C 2.2332 -5.1319 1.8658 -1.183 0.381 0.334 -0.49
C 1.9263 -4.2560 3.0586 -0.030 -0.716 0.704 -0.05
N 3.6448 -5.2276 1.7715 1.784 -0.769 0.106 0.04
H -1.4171 -4.1011 -0.4024 0.106 -0.294 0.226 0.09
H 0.0668 -4.3834 -1.3499 0.005 0.008 -0.174 0.09
H -0.1769 -2.8711 -0.4022 0.028 0.211 -0.416 0.06
H 2.1081 -5.0256 -0.2567 -0.310 -0.397 -0.327 0.13
H 2.0855 -3.4907 0.5307 0.073 0.299 0.124 0.10
H 1.7295 -6.0897 1.9963 -0.128 -0.261 -0.031 0.15
H 2.2090 -4.8793 3.9069 0.141 0.341 0.481 0.08
H 0.8672 -4.0384 3.1967 0.091 0.158 -0.309 0.08
H 2.5579 -3.3679 3.0377 -0.238 0.114 0.084 0.07
H 3.9453 -5.8068 1.0006 -0.167 0.086 -0.613 0.08
H 3.9616 -5.7950 2.5446 0.283 0.253 0.554 0.09
C -3.2927 -1.1713 -0.8827 -0.009 -0.116 -0.742 -0.10
O -4.2689 -1.4777 -1.8635 -0.525 0.276 -0.147 -0.19
C -3.7648 -1.5256 -3.1801 -0.449 0.024 -0.272 -0.21
C -4.8989 -1.6098 -4.2320 -0.217 -1.183 0.343 -0.43
C -5.8180 -0.4391 -4.2187 -0.275 1.315 0.673 -0.08
N -5.7248 -2.8149 -4.0901 0.128 -0.505 -0.419 0.03
H -2.8093 -0.2219 -1.1130 -0.058 0.252 0.199 0.07
H -2.4925 -1.9114 -0.8895 0.024 -0.227 0.222 0.06
H -3.8044 -1.1461 0.0794 0.160 0.039 -0.041 0.09
H -3.1684 -0.6477 -3.4284 0.287 0.305 0.209 0.12
H -3.1307 -2.4094 -3.2505 0.263 -0.205 -0.300 0.12
H -4.4558 -1.6736 -5.2258 0.410 -0.109 0.014 0.13
H -6.6157 -0.4124 -4.9611 0.107 -0.615 -0.030 0.08
H -5.2867 0.5019 -4.3616 0.234 0.064 0.148 0.08
H -6.2571 -0.4101 -3.2215 -0.267 0.266 0.029 0.07
H -6.2555 -2.8904 -3.2341 0.075 0.545 0.231 0.07
H -5.1527 -3.6469 -4.1125 0.136 -0.114 -0.126 0.06
C -1.5875 -0.5764 7.3437 -0.481 0.608 0.226 -0.12
O -1.0784 0.0967 6.1972 -0.794 -0.142 0.111 -0.19
C -2.0608 0.2091 5.1313 1.860 -0.469 0.493 -0.17
C -1.3059 0.7868 3.9175 -0.875 0.459 0.445 -0.41
C -0.8234 2.2204 4.1011 1.340 0.027 0.516 -0.04
N -2.1327 0.7344 2.7356 -0.254 -0.375 -0.573 0.04
H -2.4262 -0.0188 7.7607 -0.242 0.221 0.025 0.08
H -0.8601 -0.6271 8.1540 0.396 0.086 -0.437 0.09
H -1.9756 -1.5812 7.1766 0.221 -0.230 -0.515 0.08
H -2.3180 -0.8206 4.8832 -0.449 -0.146 -0.213 0.12
H -2.9626 0.7530 5.4123 0.034 0.292 0.164 0.13
H -0.4715 0.0988 3.7811 0.345 0.230 0.003 0.13
H -0.0861 2.2024 4.9036 -0.152 0.176 0.312 0.08
H -1.5398 3.0128 4.3176 -0.550 -0.494 0.175 0.08
H -0.2473 2.6194 3.2663 -0.105 -0.432 -0.476 0.06
H -2.6928 -0.1058 2.7191 -0.218 -0.259 0.061 0.09
H -2.7858 1.5041 2.7027 -0.235 0.300 0.006 0.04
C 1.2063 -0.2811 -2.5931 1.282 0.608 -0.507 -0.07
O 1.6888 -0.5695 -3.9396 -0.392 0.683 2.041 -0.16
C 0.5254 -0.6474 -4.6898 0.435 -0.413 -2.263 -0.26
C 0.8839 -0.8660 -6.1973 0.003 0.284 0.521 -0.42
C 1.5295 0.3464 -6.8862 0.142 -0.651 0.669 -0.06
N -0.2998 -1.2467 -6.9725 0.494 -0.048 0.149 0.03
H 0.7069 0.6877 -2.5951 -0.570 -0.064 -0.134 0.08
H 2.0430 -0.0885 -1.9215 0.286 -0.597 -0.110 0.07
H 0.5638 -1.0807 -2.2245 -0.057 0.013 0.051 0.08
H -0.0620 -1.4796 -4.3020 -0.411 -0.288 -0.221 0.11
H -0.0847 0.2542 -4.6350 -0.136 0.362 0.225 0.12
H 1.6363 -1.6528 -6.2523 -0.179 -0.351 0.102 0.13
H 1.9010 -0.0065 -7.8482 -0.386 0.363 -0.239 0.08
H 2.4151 0.6853 -6.3487 -0.141 0.082 0.248 0.07
H 0.8063 1.1597 -6.9468 0.102 0.116 -0.326 0.08
H -0.9196 -0.4496 -6.9973 -0.289 0.052 -0.080 0.06
H -0.7771 -2.0002 -6.4987 -0.228 -0.113 -0.038 0.06
C -0.1392 2.9809 -0.4831 0.419 -0.739 -0.465 -0.08
O 0.7981 3.4009 -1.4429 -0.521 1.207 -0.619 -0.20
C 2.0970 3.3099 -0.9796 1.737 -1.058 -0.613 -0.24
C 3.1021 3.9329 -2.0181 -2.051 -0.797 1.572 -0.45
C 4.5000 3.8778 -1.5363 1.171 -0.078 -0.434 -0.07
N 2.6588 5.2822 -2.2269 0.053 0.438 -1.020 0.04
H -1.1416 3.2247 -0.8350 0.160 0.088 0.130 0.08
H 0.0991 3.4113 0.4895 -0.279 0.148 0.187 0.09
H -0.0153 1.8988 -0.4405 -0.497 -0.316 0.543 0.07
H 2.2231 3.7346 0.0163 -0.020 0.510 0.200 0.12
H 2.3535 2.2549 -0.8825 0.142 -0.547 0.230 0.11
H 2.9363 3.3399 -2.9175 0.277 0.153 -0.291 0.14
H 5.1417 4.3038 -2.3074 0.057 0.146 -0.055 0.08
H 4.8689 2.8609 -1.4018 -0.153 -0.068 0.369 0.07
H 4.6577 4.4879 -0.6469 -0.086 -0.175 0.222 0.09
H 2.6443 5.7485 -1.3311 -0.023 0.245 0.166 0.07
H 1.6965 5.1409 -2.4990 -0.357 0.693 -0.081 0.06
C 7.2455 1.8178 0.5519 -0.494 0.458 -1.000 -0.12
O 6.3860 0.7259 0.3701 -0.260 -1.146 0.274 -0.20
C 6.2343 -0.1288 1.4946 -0.829 -0.491 -0.187 -0.18
C 5.3892 -1.4016 1.1049 -0.343 1.179 -2.030 -0.43
C 4.0754 -1.1252 0.3150 1.049 0.844 0.362 -0.04
N 5.0260 -2.2336 2.1957 0.854 -0.119 1.341 0.04
H 8.3144 1.6268 0.6473 0.065 -0.665 0.552 0.08
H 6.8673 2.4617 1.3459 0.198 0.212 0.081 0.09
H 7.1767 2.2921 -0.4270 -0.038 0.649 0.207 0.08
H 7.2213 -0.5004 1.7698 0.176 -0.013 0.395 0.12
H 5.7802 0.3962 2.3350 -0.020 0.185 0.155 0.10
H 6.1324 -1.8750 0.4633 -0.279 -0.533 -0.621 0.13
H 3.4431 -0.5174 0.9623 -0.031 0.278 -0.131 0.05
H 3.4778 -2.0075 0.0858 0.493 -0.279 -0.035 0.05
H 4.3171 -0.5957 -0.6065 -0.268 0.105 0.021 0.08
H 4.3391 -2.9249 1.9303 0.058 -0.165 -0.178 0.02
H 5.8708 -2.7481 2.3997 -0.132 -0.418 0.717 0.08
C 3.4072 1.9817 2.5145 -0.359 -0.937 0.125 -0.18
O 4.2260 2.8196 3.2976 -0.105 0.668 -0.258 -0.10
H 3.5784 2.1465 1.4507 0.618 -0.123 0.125 0.07
H 3.5661 0.9476 2.8201 0.311 -0.284 -0.518 0.07
H 2.3242 2.0721 2.5982 -0.299 0.797 0.584 0.06
H 4.2637 2.5141 4.2069 -0.182 -0.137 -0.071 0.08
C 0.6184 -0.7484 1.1663 -1.021 -0.948 -0.047 -0.13
O -0.7207 -0.5250 0.6708 1.522 0.318 -0.582 -0.16
H 1.0899 0.0533 1.7346 -0.359 0.469 -0.039 0.07
H 0.4466 -1.5951 1.8308 1.025 -0.305 0.196 0.08
H 1.3020 -1.0000 0.3554 -0.288 -0.118 -0.062 0.04
H -1.1632 -0.1424 1.4320 -0.764 0.726 0.190 -0.01
```
Positions in Å, forces in eV/Å.

Summary:
ΔE to the lowest compared entry with this formula, charge and spin in eV: 1.2516
HOMO-LUMO gap in eV: 9.43
HOMO energy in hartree: -0.3283
Structure (SMILES): COC[C@H](C)N.COC[C@H](C)N.COC[C@H](C)N.COC[C@H](C)N.COC[C@H](C)N.COC[C@H](C)N.COC[C@H](C)N.CO.CO
E in Eh: -2254.2414